{
  "formula": "C5H8N2",
  "method": "the ωB97M-V functional and the def2-TZVPD basis",
  "e_above_lowest_kcal_mol": 143.33,
  "gap_ha": [0.2575, 0.2568],
  "multiplicity": 1,
  "lumo_energy_ev": [0.22, 0.22],
  "max_force_ev_per_a": 4.6,
  "total_charge": 0,
  "energy_ev": -8288.7812,
  "species": ["C", "C", "C", "C", "C", "N", "N", "H", "H", "H", "H", "H", "H", "H", "H"],
  "xyz": [[2.021, -1.376, -1.494], [-0.130, -1.265, 0.503], [0.163, -1.073, -0.901], [-1.077, 1.879, 1.171], [-0.651, 1.187, -0.076], [2.658, -1.764, -0.604], [-0.233, -0.050, -0.159], [-1.080, -1.536, 0.849], [0.830, -1.358, 1.040], [2.030, -0.998, -2.474], [-0.363, -1.621, -1.680], [-0.869, 2.878, 1.295], [-0.676, 1.290, 2.098], [-2.162, 1.942, 1.403], [-0.462, 1.867, -0.971]]
}